No. 1
Molecular formula: C21H43BO2P2Pd
Method: DFT, ωB97M-V with the def2-TZVPD basis set

```
70
Properties=species:S:1:pos:R:3
H -5.86 4.09 2.24
C 3.23 0.83 -0.69
H 1.51 -1.21 1.90
H -5.14 2.47 2.42
C 3.69 -0.21 0.37
C 1.01 -3.90 2.49
H -2.06 4.49 -0.51
H -5.92 4.30 -0.72
H -1.82 -2.53 1.55
H -1.76 -3.19 -0.11
C 0.69 -0.67 -0.03
H -4.31 5.01 -0.97
H 3.57 -2.26 0.99
H 1.08 -5.27 0.17
H 2.51 1.52 -0.22
H -2.62 5.85 0.50
H -1.20 4.92 0.99
H 3.58 -4.09 -3.19
P 3.01 -2.39 -1.41
H -0.51 1.96 -0.23
H -3.74 3.88 3.44
C -3.19 4.53 2.75
H 0.53 -3.42 3.35
H -2.18 4.70 3.15
C 2.68 -4.05 -0.57
H 4.77 -0.35 0.23
H 5.01 -1.09 -1.97
C 1.20 -4.27 -0.29
H -6.39 2.76 1.19
H 1.93 -1.13 -3.23
H 5.30 -2.83 -2.19
H 3.08 -4.84 -1.22
O -4.15 2.43 -0.12
H -1.65 -4.28 1.30
H 5.29 -2.14 -0.56
Pd -2.35 0.15 -0.08
P 0.43 -3.12 0.95
H 2.96 -2.61 -3.95
H 2.85 0.95 -2.82
C 2.98 -1.58 0.36
C -4.45 3.58 0.67
C 0.67 -1.13 -1.48
H 2.10 -3.80 2.60
H -0.76 1.05 -1.76
H -0.36 -0.62 0.35
H -0.04 -0.53 -2.04
H -3.70 5.49 2.68
H -1.84 2.40 -1.41
C 1.55 -1.58 0.87
C -5.52 3.19 1.70
H 4.11 1.45 -0.93
C -2.19 4.84 0.53
C -3.07 3.92 1.37
C -1.26 1.58 -0.95
B -3.00 1.88 0.46
C -5.02 4.67 -0.22
H 0.29 -2.16 -1.57
C 2.82 -3.30 -3.10
O -2.45 2.64 1.50
H 3.58 0.25 1.36
C 4.81 -2.08 -1.55
H -5.32 5.54 0.38
H 1.82 -3.75 -3.19
H 3.29 -4.09 0.35
H 0.77 -4.97 2.50
C -1.36 -3.29 0.91
C 2.07 -0.97 -2.16
H 1.03 0.37 0.03
C 2.73 0.30 -1.95
H 0.60 -4.27 -1.21
```

Relative energy (zero: lowest compared OMol25 entry of this formula, charge and spin) (eV): 2.751
Gap between HOMO and LUMO (alpha / beta) (hartree): 0.1432 / 0.2753
Spin multiplicity: 3
LUMO level (alpha / beta) (eV): 0.382 / 0.228
HOMO (alpha / beta) (hartree): -0.1291 / -0.2669
Electronic energy (Eh): -1811.6751
Charge: 0
F_max (Eh/bohr): 0.053

Atomic partial charges in e from the natural (NBO) method, atoms 1 to 4:
1. H 0.2062
2. C -0.4885
3. H 0.2282
4. H 0.2173

No. 2
Molecular formula: C21H43CoN2P3SSe
Method: DFT, ωB97M-V with the def2-TZVPD basis set

```
72
Properties=species:S:1:pos:R:3
N -0.18 -4.54 1.34
H 3.99 -1.82 -2.42
H -2.75 5.04 3.79
H -1.37 -5.60 2.77
H -1.33 1.88 -1.90
H -2.77 -1.64 -3.43
P -1.41 -0.56 -1.69
C 1.56 -0.81 -4.30
H 1.06 -5.39 2.76
P 1.97 -0.37 0.83
C -0.88 4.66 0.94
C -2.18 0.98 2.63
Se 0.10 3.49 -0.04
H 2.33 -0.58 -5.06
C -2.86 -0.66 -0.61
C 1.30 -0.33 2.52
H -1.04 -1.78 -3.77
C -1.69 1.05 -2.54
C 2.85 1.22 0.81
H 4.43 -0.45 -3.47
H 0.63 -0.31 -4.58
H 1.28 1.99 -3.01
H 2.76 2.04 -2.08
H 4.06 -1.12 1.74
H 1.23 -3.63 2.62
H -1.77 -2.81 -2.55
H -0.41 -1.18 -0.27
C 3.31 -1.60 1.10
S 0.77 -3.10 -0.80
C -2.26 5.31 2.85
C 3.90 -0.74 -2.55
C -1.34 -5.13 1.81
H -3.34 -5.17 0.90
P 2.12 -0.24 -2.62
H 1.39 -1.89 -4.30
H -1.24 1.52 2.84
H 2.10 0.05 3.17
C -1.79 -1.81 -2.98
C -1.59 4.34 2.13
H -2.21 -3.85 -0.96
H 4.38 -0.25 -1.69
H -0.48 6.24 -0.45
H 1.92 -4.69 1.36
C -2.27 -0.33 2.93
C -0.99 6.00 0.48
H -2.75 0.05 0.21
H -2.85 7.38 2.95
N -1.74 -4.12 -0.10
C -1.66 6.96 1.20
C -2.31 -4.89 0.90
Co 0.90 -0.76 -0.92
H -1.14 1.09 -3.49
H -2.76 1.19 -2.76
C -0.42 -3.88 0.17
H 2.89 -2.48 1.61
C -2.31 6.62 2.39
C 1.09 -4.56 2.05
H 0.41 0.31 2.57
H 3.76 -1.92 0.16
H -1.53 -0.82 3.57
H -2.93 -1.66 -0.19
H 1.04 -1.35 2.82
H -1.67 7.98 0.85
C 2.28 1.55 -2.93
H 3.41 1.31 1.74
H -3.77 -0.44 -1.18
H -1.58 3.32 2.48
H 3.53 1.28 -0.04
H 2.11 2.04 0.73
H 2.85 1.75 -3.85
H -2.97 1.52 2.12
H -3.15 -0.92 2.66
```

Gap between HOMO and LUMO (alpha / beta) (hartree): 0.3059 / 0.1665
Spin multiplicity: 5
LUMO level (alpha / beta) (eV): -7.594 / -11.835
HOMO (alpha / beta) (hartree): -0.5849 / -0.6015
Electronic energy (Eh): -6140.9013
Charge: +3
F_max (Eh/bohr): 0.085

Atomic partial charges in e from the Löwdin method, atoms 1 to 4:
1. N -0.1013
2. H 0.0556
3. H 0.1402
4. H 0.1384

No. 3
Molecular formula: C21H43LuN2P3SSe
Method: DFT, ωB97M-V with the def2-TZVPD basis set

```
72
Properties=species:S:1:pos:R:3
C -0.12 2.67 1.77
C -1.22 1.03 -5.86
H -2.84 2.48 2.08
H 3.18 -1.94 -0.85
H -1.18 1.93 -6.47
C -3.81 -2.59 2.43
H 3.94 -0.40 -0.32
H -2.54 1.89 -4.39
H -0.23 3.48 -1.20
C -1.65 -3.70 3.01
C 1.87 1.15 -3.26
H -2.17 -4.10 3.88
S -0.86 -3.21 -0.06
H -3.46 -1.80 -0.63
H 1.26 0.50 -3.91
C -1.90 -0.15 -3.85
C 1.56 -2.72 -3.00
H -2.07 -0.26 3.04
H -1.59 -2.35 -4.08
C -1.99 0.98 -4.69
H -5.27 -1.49 1.22
C -0.47 -0.08 -6.34
H -0.30 -0.20 3.33
H 0.90 2.47 2.12
C 3.42 -1.31 0.02
C 1.90 -2.37 2.19
Lu 0.31 -1.16 -1.11
H -0.93 2.47 -2.49
H 1.50 -3.25 1.68
P -0.99 1.10 1.30
H 1.96 -3.73 -4.92
H 0.52 3.46 -2.82
C -4.33 -2.00 1.33
H 3.64 -0.07 2.61
H 2.58 -2.30 -2.97
Se -2.36 -0.03 -2.04
H -4.18 -2.71 3.42
C 2.49 2.44 -0.85
P 1.11 1.46 -1.64
N -2.59 -3.15 2.06
P 1.96 -0.91 1.08
C -0.44 -1.23 -5.62
H 2.11 2.99 0.02
H -1.32 1.23 3.74
H -0.68 3.16 2.57
H 4.11 -1.87 0.67
H 0.90 -2.89 -2.06
H 1.27 -2.15 3.05
C 0.01 2.85 -2.06
H 2.03 0.54 3.01
H -2.96 2.19 0.33
H 0.29 -4.08 -4.17
H 0.06 -2.14 -5.95
H 2.84 3.15 -1.62
H 0.06 -0.05 -7.30
C -1.18 0.39 3.02
C -1.21 -1.36 -4.38
H -1.08 -4.51 2.58
H -0.44 -1.33 -3.64
H 2.91 -2.59 2.54
C -2.71 1.73 1.29
H 3.32 1.78 -0.55
C 2.70 0.33 2.18
H 2.95 1.25 1.64
H 2.86 0.67 -3.13
C 1.24 -3.51 -4.08
N -3.43 -2.22 0.29
C -2.31 -2.83 0.76
H -3.41 0.92 1.48
H 1.99 2.12 -3.76
H -0.09 3.36 0.92
H -0.94 -2.97 3.40
```

Relative energy (zero: lowest compared OMol25 entry of this formula, charge and spin) (eV): 0.000
Gap between HOMO and LUMO (alpha / beta) (hartree): 0.2480 / 0.2480
LUMO level (alpha / beta) (eV): -9.976 / -9.977
HOMO (alpha / beta) (hartree): -0.6147 / -0.6146
Electronic energy (Eh): -5993.7443
Charge: +3
F_max (Eh/bohr): 0.058

Atomic partial charges in e from the Löwdin method, atoms 1 to 4:
1. C -0.2706
2. C 0.0445
3. H 0.0626
4. H 0.0143

Question: What is the electronic energy in the third record?
Answer: -5993.7443 Eh

Question: Which value of charge does entry 1 give?
Answer: 0

Question: Among the records above, which one has the lowest F_max?
Answer: C21H43BO2P2Pd